A 2-piece molecular cluster, C3H12N2 overall. Source: OMol25; level of theory: ωB97M-V with the def2-TZVPD basis set.

```
17
Properties=species:S:1:pos:R:3
C -2.1249 0.7906 -0.1057
N -2.1277 -0.5615 0.4802
C -1.8221 -1.6824 -0.4073
H -1.1736 1.2421 -0.4590
H -2.6994 0.8030 -1.0517
H -2.5821 1.5046 0.5030
H -1.3753 -0.5346 1.2307
H -2.8419 -2.0775 -0.6900
H -1.3508 -2.4881 0.2377
H -1.2025 -1.5520 -1.3106
C 3.5754 0.8557 0.2385
N 2.1760 0.5402 -0.2134
H 4.2752 0.5157 -0.5047
H 3.8367 0.3354 1.1705
H 3.6801 1.9234 0.4792
H 1.8866 -0.3924 -0.0023
H 1.4385 1.0854 0.1766
```

total energy = -6284.511 eV
energy above the lowest of the compared OMol25 structures with the same formula, charge and spin = 24.97 kcal per mole
Kohn-Sham gap = 9.866 eV
HOMO level = -8.96 eV
spin multiplicity = 1


A 2-piece molecular cluster, C3H12N2 overall. Source: OMol25; level of theory: ωB97M-V with the def2-TZVPD basis set.

```
17
Properties=species:S:1:pos:R:3
C 1.4677 -3.1715 -1.0062
C 0.3185 -2.2453 -0.5716
N 0.6587 -0.8264 -0.9436
H 2.4109 -2.6435 -0.9166
H 1.1969 -4.1673 -0.6301
H 1.3271 -3.3902 -2.0861
H -0.6902 -2.4409 -0.9465
H 0.2830 -2.1773 0.5171
H 0.4251 -0.5998 -1.9002
H 0.1754 -0.2474 -0.2675
C -0.6658 3.3089 0.8583
N -1.3969 2.8177 2.0518
H -1.3082 3.1858 -0.0230
H 0.3072 2.8274 0.7844
H -0.5033 4.3870 0.9554
H -2.1593 3.4534 2.2540
H -1.8470 1.9295 1.8706
```

total energy = -6284.864 eV
energy above the lowest of the compared OMol25 structures with the same formula, charge and spin = 16.83 kcal per mole
Kohn-Sham gap = 10.105 eV
HOMO level = -9.22 eV
spin multiplicity = 1


A 2-piece molecular cluster, C3H12N2O overall. Source: OMol25; level of theory: ωB97M-V with the def2-TZVPD basis set.

```
18
Properties=species:S:1:pos:R:3
C 1.8026 -0.6539 -1.2653
C 0.4535 -0.1509 -0.7780
N 0.6644 0.8050 0.3290
C -0.3992 -1.3363 -0.3160
N -0.9795 -2.1341 -1.3883
H 1.6973 -1.3486 -2.0954
H 2.4429 0.1598 -1.6178
H 2.3481 -1.1522 -0.4647
H -0.0330 0.4280 -1.5641
H -0.1080 1.4517 0.3876
H 0.8111 0.3955 1.2425
H -1.1610 -1.0082 0.3987
H 0.3179 -1.9527 0.2107
H -0.5227 -2.9972 -1.6229
H -1.2282 -1.5634 -2.1807
O -1.6903 3.8889 3.5780
H -2.5637 4.1834 3.8546
H -1.8521 2.9851 3.2921
```

total energy = -8333.019 eV
energy above the lowest of the compared OMol25 structures with the same formula, charge and spin = 7.00 kcal per mole
Kohn-Sham gap = 9.427 eV
HOMO level = -8.74 eV
spin multiplicity = 1


C3H12N2O as an isolated structure. Source: OMol25; level of theory: ωB97M-V with the def2-TZVPD basis set.

```
18
Properties=species:S:1:pos:R:3
N 1.0197 0.2804 1.2672
C -0.5413 -0.5612 0.1066
C -1.4813 -1.7352 0.3312
C -1.0946 0.6145 -0.5832
N -0.0547 1.4918 -1.2338
H 1.5108 0.7990 2.0002
H 0.3166 -0.8938 -0.4313
H 0.0258 -0.2881 1.2814
H -2.1638 -1.5036 1.1970
H -0.8847 -2.5193 0.7776
H -1.9938 -1.9705 -0.6076
H -1.6529 0.1961 -1.4510
H -1.5585 1.3769 0.0570
H 0.6750 1.5271 -0.5179
H -0.4009 2.4177 -1.4422
H 2.6033 0.0682 0.4801
H 2.5511 0.6555 -0.8577
O 3.1242 0.0444 -0.3736
```

total energy = -8326.734 eV
energy above the lowest of the compared OMol25 structures with the same formula, charge and spin = 151.94 kcal per mole
Kohn-Sham gap = 7.214 eV
HOMO level = -8.86 eV
spin multiplicity = 1


A 2-piece molecular cluster, C3H12N2O overall. Source: OMol25; level of theory: ωB97M-V with the def2-TZVPD basis set.

```
18
Properties=species:S:1:pos:R:3
C 0.4973 -1.6616 1.2852
N 0.3473 -0.3198 0.7680
C -1.0142 0.0276 0.4073
C -1.1275 1.4944 -0.0346
N -0.1324 1.9366 -0.9694
H -0.1860 -1.8774 2.1221
H 0.3263 -2.3914 0.4812
H 1.5089 -1.7868 1.6837
H 0.7367 0.3725 1.3924
H -1.7137 -0.1330 1.2521
H -1.3490 -0.6240 -0.3958
H -1.0971 2.1012 0.8750
H -2.0922 1.5905 -0.5430
H 0.8474 1.8954 -0.7453
H -0.3031 1.6904 -1.9274
O 1.9312 -0.6686 -1.7422
H 1.1119 -0.8127 -1.2462
H 1.7082 -0.8333 -2.6632
```

total energy = -8332.886 eV
energy above the lowest of the compared OMol25 structures with the same formula, charge and spin = 10.06 kcal per mole
Kohn-Sham gap = 9.724 eV
HOMO level = -8.77 eV
spin multiplicity = 1


A 2-piece molecular cluster, C3H12N2O overall. Source: OMol25; level of theory: ωB97M-V with the def2-TZVPD basis set.

```
18
Properties=species:S:1:pos:R:3
N -1.4667 -0.0791 0.2106
C -0.9584 -0.5762 -1.0717
C 0.5269 -0.8727 -0.9753
N 1.0092 -1.3369 -2.2739
H -1.3893 -0.7902 0.9286
H -2.4482 0.1481 0.1457
H -1.4761 -1.4790 -1.4182
H -1.0945 0.2106 -1.8126
H 1.0577 0.0410 -0.7051
H 0.7153 -1.5874 -0.1596
H 2.0107 -1.3711 -2.2869
H 0.6883 -2.2832 -2.4490
C 0.6647 1.6888 2.2840
O 0.2657 2.0716 0.9829
H 0.1612 2.2995 3.0401
H 0.4417 0.6345 2.4768
H 1.7415 1.8281 2.3803
H -0.4496 1.4536 0.7033
```

total energy = -8332.877 eV
energy above the lowest of the compared OMol25 structures with the same formula, charge and spin = 10.27 kcal per mole
Kohn-Sham gap = 10.470 eV
HOMO level = -9.51 eV
spin multiplicity = 1


A 2-piece molecular cluster, C3H12N2O overall. Source: OMol25; level of theory: ωB97M-V with the def2-TZVPD basis set.

```
18
Properties=species:S:1:pos:R:3
C 0.0622 -0.6541 1.0137
C -0.8139 -0.0045 0.0055
C -0.7916 1.4385 0.1457
N -1.3546 2.2139 -0.9766
N -0.2731 -2.0549 1.2125
H 1.1702 -0.5055 0.7249
H 0.1162 -0.2143 2.0353
H -0.7997 -0.4483 -0.9676
H -1.9191 -0.2852 0.0384
H 0.2181 1.7615 0.3302
H -1.4167 1.5806 1.0930
H -1.7946 1.5381 -1.6341
H -1.8735 3.0832 -0.6717
H 0.5938 -2.4960 1.3441
H -0.3971 -2.6102 0.3838
H 3.2779 -1.3308 -1.8650
H 3.3004 -0.1504 -0.9241
O 2.6951 -0.8615 -1.2879
```

total energy = -8322.851 eV
energy above the lowest of the compared OMol25 structures with the same formula, charge and spin = 46.13 kcal per mole
Kohn-Sham gap (spin up / spin down) = 9.402 / 4.077 eV
HOMO level (spin up / spin down) = -13.01 / -12.95 eV
spin multiplicity = 2
total charge = +1


A 2-piece molecular cluster, C3H12N2O overall. Source: OMol25; level of theory: ωB97M-V with the def2-TZVPD basis set.

```
18
Properties=species:S:1:pos:R:3
N -2.5984 -1.9510 0.1254
C -1.3278 -1.2456 0.8495
C -0.6200 -0.1222 0.0518
N -0.2270 0.9348 0.8684
C 1.1577 1.3218 1.2061
H -2.2889 -2.6674 -0.6673
H -3.2650 -1.3203 -0.3022
H -0.5787 -2.0837 0.9840
H -1.5507 -0.9275 1.8810
H -1.3435 0.0333 -0.7460
H 0.2662 -0.5399 -0.4801
H -0.8311 1.7440 0.9336
H 1.5620 0.5735 1.7994
H 0.9923 2.3409 1.6532
H 1.8276 1.5273 0.3890
H 3.0730 1.2897 -2.1925
H 2.8215 0.0119 -3.2480
O 2.9309 1.0801 -3.1052
```

total energy = -8322.832 eV
energy above the lowest of the compared OMol25 structures with the same formula, charge and spin = 46.56 kcal per mole
Kohn-Sham gap (spin up / spin down) = 10.731 / 5.586 eV
HOMO level (spin up / spin down) = -14.05 / -13.73 eV
spin multiplicity = 2
total charge = +1


A 3-piece molecular cluster, C3H12N2O2 overall. Source: OMol25; level of theory: ωB97M-V with the def2-TZVPD basis set.

```
19
Properties=species:S:1:pos:R:3
C -1.0511 -0.0537 -0.6102
C -1.2785 -1.1518 0.4382
N -1.4795 -1.0701 3.5312
C -0.3123 -0.7566 2.6624
N -0.2116 -0.8856 1.3947
H -0.8583 1.0827 -0.4000
H -1.9489 -0.0373 -1.2639
H -0.2115 -0.5275 -1.1390
H -1.1204 -2.1224 -0.2373
H -2.3315 -0.9959 0.8362
H -2.4637 -0.8106 3.2704
H -1.4437 -1.5161 4.3805
H 0.6724 -0.5411 3.2295
H 1.0190 4.6667 -3.9947
H 0.5019 5.9819 -3.6466
O 0.5080 5.1486 -3.2698
H 3.5810 -2.7747 -1.4554
H 4.1313 -1.4609 -2.1681
O 4.2974 -2.1755 -1.5580
```

total energy = -10377.324 eV
energy above the lowest of the compared OMol25 structures with the same formula, charge and spin = 58.39 kcal per mole
Kohn-Sham gap (spin up / spin down) = 1.834 / 9.674 eV
HOMO level (spin up / spin down) = 1.34 / -6.27 eV
spin multiplicity = 2
total charge = -1


A 3-piece molecular cluster, C3H12N2O2 overall. Source: OMol25; level of theory: ωB97M-V with the def2-TZVPD basis set.

```
19
Properties=species:S:1:pos:R:3
C -1.1526 1.4286 0.3943
C -1.1614 0.0358 0.9573
O -0.1497 -0.1531 1.8874
N -1.7753 1.6163 -0.8727
C 1.1421 -0.0421 -1.7418
N 2.0139 -0.4364 -0.6387
H -0.1425 1.7316 0.3290
H -1.6513 2.1635 1.0085
H -2.1730 -0.1918 1.3119
H -0.9916 -0.7533 0.2025
H 0.3495 -1.0126 1.8012
H -2.7930 1.7182 -0.6850
H 1.5526 -0.4526 -2.6565
H 0.1086 -0.3820 -1.6922
H 0.9165 1.0156 -1.8404
H 2.2109 0.3780 -0.0449
H 1.2666 -3.0756 1.3410
H 1.7004 -1.2027 -0.0353
O 0.7292 -2.3854 0.9745
```

total energy = -10378.620 eV
energy above the lowest of the compared OMol25 structures with the same formula, charge and spin = 28.51 kcal per mole
Kohn-Sham gap (spin up / spin down) = 7.711 / 6.658 eV
HOMO level (spin up / spin down) = -3.80 / -3.80 eV
spin multiplicity = 2
total charge = -1


A 3-piece molecular cluster, C3H12N2O2 overall. Source: OMol25; level of theory: ωB97M-V with the def2-TZVPD basis set.

```
19
Properties=species:S:1:pos:R:3
C 0.0431 -2.2064 2.9602
C -0.6978 -1.3492 1.9309
N 0.2668 -0.5397 1.1824
C -0.0748 0.4693 0.5045
N -1.3733 0.9804 0.4489
H -0.7515 -2.6934 3.5269
H 0.6023 -3.0680 2.5226
H 0.7006 -1.7012 3.6575
H -1.0937 -2.0969 1.2511
H -1.4971 -0.7819 2.4163
H 0.6304 1.2299 0.1596
H -1.9357 0.9907 1.2777
H -1.5673 1.5531 -0.3505
O 0.1834 3.3381 -5.6252
H -0.2267 4.1546 -5.3111
H -0.5110 2.7200 -5.3762
O 2.6219 0.0366 -1.7012
H 1.8175 -0.2865 -1.2717
H 2.8629 -0.7495 -2.2026
```

total energy = -10379.842 eV
energy above the lowest of the compared OMol25 structures with the same formula, charge and spin = 39.38 kcal per mole
Kohn-Sham gap = 9.873 eV
HOMO level = -9.32 eV
spin multiplicity = 1


A 3-piece molecular cluster, C3H12N2O2 overall. Source: OMol25; level of theory: ωB97M-V with the def2-TZVPD basis set.

```
19
Properties=species:S:1:pos:R:3
H -1.2737 0.8910 -0.8442
N -1.5275 0.1016 -1.4464
C -1.8285 -0.9545 -0.8203
C -1.7364 -1.1833 0.6477
H -2.0488 -1.8254 -1.4327
H -1.4220 -0.2786 1.1637
H -2.6997 -1.5142 1.0372
H -1.0169 -1.9804 0.8365
C 1.9550 0.5975 1.4059
N 1.3809 1.2850 0.2656
O 0.0425 1.7276 0.5953
H 1.3391 -0.2315 1.7759
H 2.1090 1.3128 2.2169
H 2.9214 0.2083 1.0886
H 1.2500 0.6075 -0.4965
H 0.1370 2.6725 0.7665
O 0.9585 -0.6763 -1.9779
H 1.4954 -0.5055 -2.7550
H -0.0353 -0.2542 -2.0270
```

total energy = -10378.508 eV
energy above the lowest of the compared OMol25 structures with the same formula, charge and spin = 70.14 kcal per mole
Kohn-Sham gap = 10.024 eV
HOMO level = -9.14 eV
spin multiplicity = 1


A 3-piece molecular cluster, C3H12N2O2 overall. Source: OMol25; level of theory: ωB97M-V with the def2-TZVPD basis set.

```
19
Properties=species:S:1:pos:R:3
C -0.8929 1.7705 -0.9693
C 0.2648 1.0467 -0.3413
N 0.1812 0.8509 1.0844
C 1.1248 0.2829 -1.0222
N 1.8316 -0.7920 -0.4511
H -1.8033 1.2881 -0.6190
H -0.9399 2.8192 -0.6900
H -0.8284 1.6922 -2.0498
H -0.7316 1.1329 1.4138
H 0.8766 1.4124 1.5573
H 1.3411 0.4858 -2.0667
H 2.2161 -0.6277 0.4593
H 2.2943 -1.3920 -1.1069
O -1.6732 -1.8513 -0.6436
H -0.9839 -1.4204 -1.1681
H -1.2383 -1.8721 0.2284
O -0.3108 -1.8976 1.8696
H -0.0113 -0.9733 1.7731
H -0.7170 -1.9552 2.7422
```

total energy = -10380.493 eV
energy above the lowest of the compared OMol25 structures with the same formula, charge and spin = 24.36 kcal per mole
Kohn-Sham gap = 8.641 eV
HOMO level = -7.94 eV
spin multiplicity = 1